No. 1
The following is a quantum chemistry calculation of a cluster of 6 separate species, C60H70ClN10 in total, from the Open Molecules 2025 dataset.

The geometry in ORCA input format:
```
! wB97M-V def2-TZVPD RIJCOSX def2/J DEFGRID3
* xyz 9 1
C 1.48873 2.45820 -4.69177
N 2.32417 1.29270 -4.29862
C 1.99166 0.61096 -3.18233
C 2.90738 -0.29379 -2.64925
C 4.20352 -0.38811 -3.22284
C 4.45048 0.35001 -4.37561
C 3.49930 1.15118 -4.93508
C 5.31018 -1.22564 -2.67367
C 5.67693 -1.22323 -1.32157
C 6.67499 -2.06639 -0.89551
N 7.19007 -2.99719 -1.71937
C 6.75752 -3.14410 -2.97503
C 5.76187 -2.29666 -3.44527
C 8.19546 -3.96291 -1.21060
H 2.07000 3.36980 -4.59058
H 0.68797 2.56248 -3.96016
H 1.00657 2.29180 -5.65105
H 1.05071 0.92435 -2.74590
H 2.61467 -0.93963 -1.83324
H 5.42940 0.24566 -4.82974
H 3.55232 1.65124 -5.89391
H 5.24947 -0.48254 -0.66005
H 7.06489 -2.06635 0.11311
H 7.19938 -3.87299 -3.64069
H 5.47573 -2.36680 -4.48742
H 7.66878 -4.67701 -0.57669
H 9.02483 -3.53096 -0.65572
H 8.61002 -4.54737 -2.02830
C 2.32128 6.71251 2.81190
N 1.95570 7.83814 1.94024
C 2.36838 7.88033 0.65754
C 2.01763 8.91956 -0.17371
C 1.23017 9.95996 0.35112
C 0.77579 9.84510 1.64765
C 1.08505 8.73452 2.42959
C 1.04066 11.21537 -0.44628
C 2.08374 11.87158 -1.08493
C 1.91006 13.13160 -1.63087
N 0.75615 13.78638 -1.45641
C -0.32102 13.11136 -1.01898
C -0.20997 11.85046 -0.47503
C 0.64590 15.19694 -1.98894
H 1.53525 5.96657 2.86680
H 2.53103 7.08411 3.81832
H 3.31768 6.33420 2.58627
H 3.06635 7.13216 0.31004
H 2.39834 8.98879 -1.18279
H 0.12201 10.55024 2.14854
H 0.64915 8.55756 3.40226
H 3.06022 11.40406 -1.10654
H 2.77820 13.62915 -2.04331
H -1.24836 13.66909 -1.06783
H -1.07779 11.39712 -0.01681
H 1.63009 15.65032 -1.94866
H -0.01181 15.71733 -1.29673
H 0.22317 15.10692 -2.98553
C -4.22511 -3.17399 -7.62686
N -3.39509 -3.31355 -6.39057
C -3.91959 -2.92702 -5.21386
C -3.26865 -3.22238 -4.03740
C -2.06381 -3.90374 -4.08197
C -1.50166 -4.25403 -5.30958
C -2.18152 -3.88053 -6.44896
C -1.44355 -4.25710 -2.78419
C -2.05807 -5.09437 -1.85825
C -1.43138 -5.40308 -0.67853
N -0.24307 -4.86851 -0.36172
C 0.36550 -4.02220 -1.23559
C -0.18208 -3.74549 -2.45776
C 0.37008 -4.99494 0.98240
H -4.37370 -2.10501 -7.77249
H -5.22705 -3.56707 -7.45519
H -3.76793 -3.72876 -8.43703
H -4.77265 -2.26250 -5.25749
H -3.65182 -2.83469 -3.10361
H -0.48417 -4.61679 -5.34517
H -1.87150 -4.22107 -7.42902
H -2.98770 -5.54617 -2.18190
H -1.78515 -6.08592 0.08188
H 1.38103 -3.74429 -0.99622
H 0.42439 -3.19678 -3.16436
H 0.26341 -6.02700 1.31043
H -0.08983 -4.23893 1.61251
H 1.44245 -4.82437 0.94420
C -2.50790 7.40176 -0.13776
N -1.96204 6.13715 0.41562
C -1.46950 5.18619 -0.41994
C -1.28354 3.87051 -0.02119
C -1.35060 3.56621 1.33619
C -1.64442 4.62267 2.21507
C -2.07209 5.83963 1.71987
C -1.16016 2.20697 1.95590
C -0.53755 2.03927 3.19406
C -0.55603 0.79740 3.79912
N -1.20192 -0.25558 3.27490
C -1.67438 -0.14979 2.01300
C -1.72551 1.05809 1.35891
C -1.29629 -1.52557 4.05805
H -1.82205 8.19851 0.14255
H -3.44306 7.57979 0.39330
H -2.71466 7.33338 -1.19927
H -1.62403 5.38037 -1.47453
H -1.05561 3.12403 -0.77375
H -1.70493 4.44365 3.27921
H -2.43864 6.62768 2.36714
H -0.12176 2.88122 3.72825
H -0.08527 0.67054 4.76540
H -2.23865 -0.98683 1.62139
H -2.03484 1.09322 0.31567
H -1.16704 -2.34322 3.34897
H -2.32948 -1.65263 4.38424
H -0.59560 -1.57533 4.88167
C -4.96912 -12.72959 2.47494
N -4.33900 -11.51128 3.04425
C -4.18386 -11.36419 4.36320
C -3.55352 -10.25934 4.89929
C -2.93130 -9.33613 4.06557
C -2.99662 -9.55761 2.68454
C -3.69331 -10.64867 2.22295
C -2.26008 -8.12606 4.64280
C -1.67344 -8.28367 5.89428
C -1.05600 -7.22414 6.51384
N -0.96375 -6.04274 5.87504
C -1.46823 -5.86924 4.64722
C -2.10367 -6.89361 3.95679
C -0.23413 -4.95595 6.55061
H -5.40808 -12.52282 1.50482
H -5.70110 -13.06547 3.20640
H -4.23857 -13.53440 2.38372
H -4.72250 -12.06011 4.99640
H -3.61671 -10.06685 5.96098
H -2.69904 -8.81706 1.95714
H -3.81256 -10.93080 1.18499
H -1.69073 -9.19687 6.47465
H -0.59687 -7.24626 7.49318
H -1.51321 -4.84165 4.31565
H -2.63436 -6.64260 3.05073
H -0.70919 -3.99602 6.34075
H 0.80525 -4.94545 6.23507
H -0.32205 -4.98623 7.63510
Cl -1.98856 0.07779 -2.43066
*
```

Output
**Lowest unoccupied orbital energy**: -0.6492 Ha
**HOMO-LUMO gap**: 5.3 eV


No. 2
The following is a quantum chemistry calculation of the molecule C5H5N, from the Open Molecules 2025 dataset.

The geometry in ORCA input format:
```
! wB97M-V def2-TZVPD RIJCOSX def2/J DEFGRID3
* xyz 0 3
C -0.81289 -0.37025 -1.42675
C 0.10790 -0.24648 -0.56888
C -1.53699 0.32201 -2.43647
C 0.93977 -0.02297 0.40998
C 0.75931 -0.07911 1.92534
N -1.47703 -0.93989 -2.53671
H -2.09429 1.15716 -2.77318
H 2.00640 0.14372 0.13378
H -0.28768 0.10445 2.17915
H 1.34777 0.83483 2.49993
H 1.04772 -0.90349 2.59380
*
```

Output
**Lowest unoccupied orbital energy (spin up / spin down)**: 0.0319 / -0.0932 Ha
**HOMO-LUMO gap (spin up / spin down)**: 6.7 / 6.5 eV


No. 3
The following is a quantum chemistry calculation of a structure of composition C43H33BrNO2Ta, from the Open Molecules 2025 dataset.

The geometry in ORCA input format:
```
! wB97M-V def2-TZVPD RIJCOSX def2/J DEFGRID3
* xyz 2 1
Ta 0.30642 0.43401 0.79487
O -0.26589 2.00209 0.16552
C -1.36469 2.82927 -0.32804
C -2.15326 1.82616 -1.17300
C -2.70922 0.71078 -0.33456
C -4.06833 0.66972 -0.09755
C -4.60295 -0.34419 0.66921
C -3.76701 -1.33351 1.14514
C -2.41324 -1.27801 0.88581
C -1.53422 -2.39978 1.36596
C -0.65675 -2.00045 2.55661
O 0.08507 -0.85626 2.01506
C 0.37150 -3.06298 2.90564
C 1.12564 -3.65259 1.88808
C 2.14029 -4.54646 2.18715
C 2.41661 -4.86261 3.51156
C 1.67850 -4.27519 4.52702
C 0.66762 -3.36960 4.22812
C -1.49614 -1.55244 3.73651
C -1.38614 -0.28638 4.29657
C -2.17856 0.07941 5.38116
C -3.08952 -0.81930 5.90873
C -3.19360 -2.09378 5.36084
C -2.39998 -2.45976 4.28611
N -1.86924 -0.23760 0.18017
C -0.76744 3.96624 -1.12765
C -0.98669 4.10626 -2.49136
C -0.41668 5.17185 -3.18295
C 0.38128 6.08528 -2.51678
C 0.61432 5.94056 -1.15130
C 0.04035 4.88812 -0.46111
C -2.19202 3.31250 0.85158
C -3.07331 4.36976 0.65115
C -3.90420 4.79154 1.67875
C -3.86163 4.16668 2.91987
C -2.98743 3.11106 3.12908
C -2.16202 2.69112 2.09451
H -2.96868 2.34252 -1.67139
H -1.48685 1.41912 -1.93753
H -4.69954 1.44276 -0.51582
H -5.66498 -0.37361 0.87913
H -4.15827 -2.16326 1.71769
H -2.15124 -3.24603 1.65505
H -0.89508 -2.72344 0.54789
H 0.92788 -3.42527 0.84689
H 2.71319 -4.99976 1.38797
H 3.20650 -5.56285 3.74946
H 1.88767 -4.51765 5.56064
H 0.11052 -2.91282 5.03712
H -0.64571 0.41492 3.93461
H -2.06540 1.06059 5.82595
H -3.70185 -0.54029 6.75603
H -3.88677 -2.81048 5.78261
H -2.46761 -3.47045 3.89590
H -1.60481 3.40463 -3.03658
H -0.60059 5.28238 -4.24426
H 0.82130 6.91368 -3.05689
H 1.23450 6.65615 -0.62709
H 0.20427 4.79078 0.60696
H -3.10128 4.87576 -0.30797
H -4.58315 5.61849 1.51126
H -4.50402 4.50601 3.72219
H -2.95067 2.61174 4.08867
H -1.50080 1.85016 2.29729
Br 0.77223 -1.15308 -1.36796
C 2.62079 -1.47646 -0.90121
C 3.25834 -2.54832 -1.42965
C 4.64793 -2.65839 -1.17713
C 5.30054 -1.67099 -0.49073
C 4.59969 -0.55640 0.03803
C 5.25735 0.51381 0.70744
C 4.55642 1.57595 1.19989
C 3.14448 1.59877 1.10329
C 2.46539 0.57013 0.49975
C 3.20132 -0.48255 -0.10984
H 2.74516 -3.27772 -2.04284
H 5.18748 -3.51170 -1.56613
H 6.37326 -1.72407 -0.34842
H 6.33752 0.48293 0.79647
H 5.07057 2.39880 1.67683
H 2.61253 2.44095 1.53989
*
```

Output
**Lowest unoccupied orbital energy**: -0.2593 Ha
**HOMO-LUMO gap**: 6.9 eV


For reference, energy above the lowest of the compared OMol25 structures with the same formula, charge and spin by record: 4.647 2.982 0.798 eV.